--- one ---
Density functional theory data (wB97M-V/def2-TZVPD) for a structure of composition C28H83F2N8O14PbS2.

```
138
C28H83F2N8O14PbS2 wB97M-V/def2-TZVPD
Pb -3.03 2.44 0.27
N -0.99 1.03 -0.20
S 0.45 1.64 -0.60
O 0.75 1.63 -1.98
O 1.44 1.50 0.39
F 0.00 3.18 -0.35
S -0.87 -0.52 -0.75
O 0.35 -1.15 -0.45
O -1.53 -0.75 -1.98
F -1.85 -1.15 0.30
O -4.77 -1.33 -1.76
H -4.07 -1.92 -2.11
H -5.58 -1.69 -2.11
O -1.32 2.60 2.33
H -0.74 1.93 1.94
H -1.22 2.45 3.29
O -3.41 -2.12 2.58
H -3.20 -2.78 1.91
H -2.57 -1.98 3.04
C 2.45 -3.42 2.48
C 1.52 -4.32 1.69
C 1.02 -5.50 2.49
O 0.19 -6.30 1.67
C -0.30 -7.43 2.36
N 0.36 -3.51 1.30
H 1.94 -2.84 3.24
H 2.86 -2.69 1.79
H 3.30 -3.93 2.94
H 2.06 -4.75 0.83
H 0.44 -5.17 3.37
H 1.91 -6.03 2.88
H -1.13 -7.15 3.02
H 0.51 -7.91 2.91
H -0.65 -8.16 1.63
H -0.25 -4.12 0.75
H 0.64 -2.77 0.66
C -3.38 1.35 -4.49
C -2.89 1.86 -3.15
C -2.50 3.33 -3.21
O -2.23 3.75 -1.88
C -1.76 5.09 -1.80
N -3.88 1.66 -2.07
H -3.89 0.39 -4.35
H -2.58 1.19 -5.20
H -4.17 2.00 -4.89
H -1.95 1.37 -2.88
H -3.31 3.95 -3.61
H -1.62 3.45 -3.85
H -0.90 5.23 -2.46
H -1.41 5.28 -0.79
H -2.54 5.80 -2.08
H -4.72 2.22 -2.25
H -4.27 0.71 -2.13
C -2.78 -2.43 -5.46
C -2.34 -3.46 -4.43
C -0.84 -3.64 -4.47
O -0.48 -4.59 -3.49
C 0.90 -4.57 -3.17
N -2.79 -3.05 -3.08
H -2.23 -1.49 -5.27
H -3.83 -2.17 -5.34
H -2.56 -2.72 -6.48
H -2.80 -4.42 -4.67
H -0.32 -2.69 -4.24
H -0.51 -3.98 -5.46
H 1.05 -5.00 -2.18
H 1.28 -3.55 -3.16
H 1.44 -5.18 -3.91
H -2.42 -3.74 -2.42
H -2.27 -2.21 -2.85
C 1.55 1.78 3.84
C 0.39 1.24 4.67
C 0.91 0.31 5.75
O 1.32 -0.89 5.18
C 1.85 -1.77 6.15
N -0.31 2.40 5.26
H 1.25 2.50 3.08
H 2.08 0.98 3.33
H 2.24 2.26 4.54
H -0.38 0.75 4.06
H 0.10 0.14 6.48
H 1.72 0.81 6.30
H 2.12 -2.71 5.68
H 1.12 -1.96 6.95
H 2.74 -1.37 6.64
H -1.12 2.14 5.81
H 0.30 2.85 5.95
C 4.24 -0.49 -1.33
C 4.81 -1.39 -0.23
C 6.28 -1.64 -0.43
O 6.47 -2.46 -1.55
C 7.82 -2.48 -1.97
N 4.63 -0.83 1.13
H 3.19 -0.24 -1.17
H 4.36 -0.95 -2.31
H 4.83 0.44 -1.27
H 4.27 -2.34 -0.28
H 6.72 -2.04 0.49
H 6.78 -0.67 -0.61
H 8.43 -3.06 -1.27
H 8.20 -1.46 -2.07
H 7.86 -2.92 -2.97
H 3.73 -0.36 1.19
H 5.28 -0.04 1.20
C 4.91 4.03 -2.41
C 3.46 4.28 -2.73
C 2.69 4.91 -1.59
O 3.28 6.16 -1.26
C 2.77 6.67 -0.06
N 3.40 5.05 -4.00
H 5.07 3.36 -1.56
H 5.43 4.96 -2.19
H 5.39 3.55 -3.27
H 2.90 3.36 -2.95
H 2.60 4.20 -0.76
H 1.66 5.19 -1.89
H 1.67 6.53 0.00
H 2.92 7.74 0.05
H 3.22 6.16 0.80
H 2.46 5.47 -4.06
H 3.92 5.92 -3.83
C -6.42 -0.42 1.36
C -5.42 0.73 1.25
C -5.30 1.34 2.62
O -4.53 2.54 2.49
C -4.51 3.33 3.66
N -4.08 0.22 0.83
H -7.41 -0.07 1.66
H -6.08 -1.16 2.08
H -6.52 -0.91 0.39
H -5.85 1.47 0.56
H -4.81 0.69 3.36
H -6.28 1.63 3.00
H -4.34 2.74 4.56
H -5.45 3.87 3.78
H -3.70 4.05 3.60
H -4.33 -0.45 0.10
H -3.79 -0.42 1.59
```

Values from the calculation:
- Kohn-Sham gap (eV) = 8.00
- HOMO (eV) = -10.8
- net charge = +1

---

--- two ---
Density functional theory data (wB97M-V/def2-TZVPD) for a structure of composition C28H83F2N8O14PbS2.

```
138
C28H83F2N8O14PbS2 wB97M-V/def2-TZVPD
Pb -1.76 3.16 -0.23
N -1.61 0.74 0.23
S -1.18 -0.48 -0.70
O -2.20 -1.15 -1.46
O -0.13 -1.33 -0.21
F -0.46 0.53 -1.75
S -2.34 -0.20 1.42
O -1.49 -0.71 2.44
O -3.49 -0.96 1.05
F -3.07 1.06 2.12
O -0.10 3.25 -2.18
H 0.38 4.03 -2.50
H -0.63 2.97 -2.94
O -1.60 3.74 2.28
H -2.37 3.44 2.80
H -0.85 3.70 2.94
O -4.26 3.00 0.32
H -4.79 2.30 -0.09
H -4.91 3.62 0.68
C 2.79 3.06 -0.39
C 2.06 1.85 0.19
C 2.92 1.14 1.25
O 3.34 2.03 2.25
C 4.11 1.37 3.26
N 0.75 2.27 0.71
H 3.48 3.52 0.33
H 2.15 3.84 -0.80
H 3.45 2.79 -1.22
H 1.89 1.15 -0.63
H 3.80 0.71 0.76
H 2.34 0.30 1.65
H 4.28 2.06 4.08
H 5.02 0.97 2.81
H 3.54 0.54 3.69
H 0.08 1.52 0.75
H 0.95 2.51 1.67
C -4.52 -0.03 4.74
C -4.75 0.79 6.00
C -4.70 -0.17 7.22
O -4.84 0.60 8.41
C -6.18 0.76 8.81
N -3.79 1.88 6.06
H -4.64 0.64 3.88
H -5.25 -0.84 4.71
H -3.51 -0.43 4.64
H -5.76 1.20 5.97
H -3.72 -0.64 7.26
H -5.49 -0.92 7.12
H -6.18 1.42 9.68
H -6.61 -0.20 9.10
H -6.78 1.34 8.11
H -3.78 2.24 7.01
H -2.86 1.51 5.90
C -0.97 3.72 6.06
C 0.04 2.86 5.27
C -0.58 1.56 4.76
O -0.94 0.61 5.73
C 0.09 -0.10 6.33
N 0.53 3.64 4.12
H -1.13 3.26 7.03
H -1.85 3.95 5.46
H -0.52 4.68 6.32
H 0.96 2.68 5.83
H 0.15 1.08 4.09
H -1.49 1.71 4.18
H -0.34 -0.79 7.05
H 0.87 0.50 6.81
H 0.53 -0.79 5.59
H 0.87 4.57 4.36
H 1.39 3.19 3.82
C -5.96 -2.92 -1.16
C -5.49 -1.91 -2.24
C -6.56 -1.69 -3.31
O -6.15 -0.78 -4.32
C -5.08 -1.23 -5.14
N -5.34 -0.65 -1.42
H -6.02 -3.91 -1.64
H -6.92 -2.58 -0.79
H -5.24 -3.04 -0.35
H -4.53 -2.18 -2.69
H -7.36 -1.20 -2.77
H -6.88 -2.64 -3.75
H -4.91 -0.48 -5.92
H -5.35 -2.12 -5.70
H -4.19 -1.34 -4.52
H -4.74 -0.10 -2.03
H -4.71 -0.94 -0.68
C 5.42 2.66 -6.96
C 4.40 1.56 -6.66
C 3.69 1.89 -5.33
O 2.53 1.08 -5.13
C 2.01 1.26 -3.84
N 3.41 1.62 -7.74
H 4.86 3.60 -6.92
H 5.79 2.47 -7.97
H 6.30 2.74 -6.33
H 4.90 0.59 -6.68
H 3.39 2.94 -5.30
H 4.43 1.84 -4.53
H 1.10 0.65 -3.81
H 1.74 2.30 -3.68
H 2.61 0.84 -3.03
H 3.06 2.57 -7.76
H 2.61 1.09 -7.39
C 3.01 -2.41 -5.52
C 1.48 -2.30 -5.69
C 0.80 -2.28 -4.31
O 0.58 -3.63 -3.95
C -0.15 -3.76 -2.76
N 1.19 -1.07 -6.43
H 3.54 -2.41 -6.47
H 3.24 -3.32 -4.94
H 3.46 -1.62 -4.91
H 1.06 -3.15 -6.23
H -0.14 -1.71 -4.32
H 1.50 -1.85 -3.58
H 0.44 -3.62 -1.85
H -0.51 -4.78 -2.61
H -1.02 -3.11 -2.71
H 1.76 -0.38 -5.92
H 1.62 -1.03 -7.35
C 6.59 -2.81 0.11
C 5.90 -4.15 -0.09
C 4.89 -4.17 -1.24
O 3.77 -3.34 -1.03
C 2.68 -3.83 -0.28
N 6.85 -5.26 -0.18
H 7.23 -2.88 1.00
H 5.83 -2.03 0.26
H 7.26 -2.46 -0.67
H 5.30 -4.30 0.82
H 4.51 -5.17 -1.48
H 5.37 -3.80 -2.15
H 1.95 -3.02 -0.30
H 2.97 -4.05 0.75
H 2.25 -4.70 -0.79
H 7.27 -5.33 0.73
H 6.37 -6.10 -0.47
```

Values from the calculation:
- Kohn-Sham gap (eV) = 6.18
- HOMO (eV) = -10.5
- net charge = +1

---

Short version: one is the most stable of them.